1.
DFT (ωB97M-V/def2-TZVPD) results for 2 unconnected molecules or ions with the total composition C6H12O at a distorted geometry.

```
19
Properties=species:S:1:pos:R:3:forces:R:3
C 2.562 -0.164 1.837 0.5 0.4 -0.1
C 1.413 0.736 1.451 0.0 1.0 0.2
C 0.378 0.167 0.529 0.4 -0.1 -0.9
C 0.623 -0.852 -0.299 -1.1 0.1 -0.7
C -2.029 0.617 -0.056 -0.4 0.3 -0.8
C -0.824 1.021 0.307 0.4 -0.9 1.3
H 2.222 -1.020 2.400 -0.1 -0.5 -0.1
H 3.264 0.358 2.480 0.0 0.3 0.2
H 3.178 -0.455 0.983 -0.3 -0.3 -0.1
H 1.772 1.629 0.930 0.4 0.0 -0.3
H 1.001 1.245 2.337 -0.4 -0.7 0.0
H -0.139 -1.068 -1.050 0.1 0.1 0.1
H 1.498 -1.449 -0.469 0.5 0.0 0.8
H -2.811 1.348 -0.136 -0.3 0.3 0.1
H -2.336 -0.352 -0.441 0.5 -0.2 0.4
H -0.674 2.029 0.678 -0.2 0.2 -0.2
H -2.615 -1.915 -3.647 -0.1 0.4 -0.1
H -3.715 -0.860 -3.859 0.2 -0.1 0.0
O -2.768 -1.015 -3.974 -0.1 -0.3 0.2
```
Positions in Å, forces in eV/Å.

Values from the calculation:
SMILES: C=CC(=C)CC.O
Gap between HOMO and LUMO, eV: 9.54
Highest occupied orbital energy, eV: -8.7228

2.
DFT (ωB97M-V/def2-TZVPD) results for a molecular structure, C47H46BrCoN5OSi at a distorted geometry.

```
102
Properties=species:S:1:pos:R:3:forces:R:3
Co -0.299 -0.463 -1.199 1.1 1.2 0.3
C 0.561 2.567 -2.872 -0.2 -1.0 0.5
N 0.913 1.102 -2.683 -0.1 1.6 -0.2
C 2.260 0.990 -2.119 1.0 1.1 0.3
C 2.703 -0.448 -1.960 -1.1 -1.9 2.5
C 4.029 -0.869 -1.770 -1.2 -0.2 -0.9
C 4.245 -2.230 -1.568 -0.8 -1.6 0.9
C 3.163 -3.181 -1.571 1.6 2.4 -0.2
C 1.894 -2.650 -1.648 -0.6 -1.3 0.4
N 1.696 -1.353 -1.659 0.2 2.4 -2.4
C 0.880 0.538 -4.022 -0.7 0.6 -0.8
C -0.334 -0.294 -4.262 -1.9 -0.9 0.6
C -0.663 -0.864 -5.524 1.1 1.6 1.7
C -1.932 -1.357 -5.725 0.1 -0.2 0.4
C -2.803 -1.414 -4.641 -0.5 -0.2 2.0
C -2.345 -1.015 -3.339 1.0 -0.2 -3.3
N -1.150 -0.418 -3.171 -0.2 -0.7 -1.6
C 0.550 3.436 -1.667 0.4 -0.2 0.3
C 1.703 3.941 -1.124 0.6 1.0 0.0
C 1.595 5.107 -0.323 0.7 -0.5 -0.3
C 0.369 5.634 -0.037 -0.8 -1.5 -0.9
C -0.737 4.886 -0.538 -1.0 2.3 3.1
N -0.660 3.839 -1.267 -0.2 -0.9 -1.5
H -0.463 2.708 -3.264 0.5 -0.7 -0.2
H 1.293 2.989 -3.561 0.0 0.1 -0.3
H 2.282 1.555 -1.122 -0.1 -1.2 -1.2
H 3.009 1.499 -2.809 -0.5 -0.4 0.6
H 4.811 -0.142 -1.859 0.5 0.1 0.1
H 5.214 -2.623 -1.242 -0.1 0.4 -0.6
H 3.332 -4.223 -1.440 0.2 -0.6 0.0
H 0.981 -3.314 -1.624 1.0 1.0 0.2
H 1.760 -0.034 -4.143 1.0 -0.8 -0.5
H 0.858 1.327 -4.831 0.3 -0.6 0.8
H 0.127 -0.756 -6.268 -0.5 -0.3 -0.2
H -2.147 -1.731 -6.710 -0.5 -0.1 -0.1
H -3.827 -1.858 -4.650 1.0 0.4 -0.4
H -2.898 -1.249 -2.475 -0.6 0.0 1.0
H 2.674 3.523 -1.450 -0.6 0.6 0.4
H 2.474 5.627 0.023 0.3 -0.2 0.1
H 0.236 6.498 0.574 -0.1 0.5 0.2
H -1.747 5.151 -0.125 0.8 -0.1 -0.7
Br -5.134 -0.447 2.254 0.1 0.1 -0.2
C -4.154 0.339 0.830 0.2 0.0 0.0
C -4.587 1.506 0.225 -0.4 1.0 0.2
C -3.863 2.047 -0.857 -0.3 -1.5 1.4
C -2.712 1.373 -1.256 -1.8 -0.2 1.9
N -2.220 0.368 -0.536 -0.6 -1.0 -0.2
C -2.947 -0.220 0.458 0.6 1.9 -0.7
H -5.461 2.003 0.703 0.6 -0.3 -0.8
H -4.156 2.933 -1.355 -0.4 0.7 -0.4
H -2.338 1.625 -2.202 1.4 0.3 -0.8
H -2.535 -1.040 1.014 0.4 -0.3 -0.2
C -1.045 -5.748 -0.527 -1.5 0.1 0.8
C -2.147 -4.573 -0.475 1.5 -1.0 0.9
C -2.948 -4.822 0.837 -2.4 0.0 -1.6
C -3.071 -4.656 -1.699 -0.6 -0.8 0.1
C -1.455 -3.281 -0.463 0.3 1.9 -0.5
C -0.973 -2.151 -0.633 -1.5 -3.6 0.5
H -1.566 -6.666 -0.111 0.8 0.7 -1.0
H -0.153 -5.587 0.079 -0.3 0.4 0.3
H -0.662 -5.837 -1.529 -0.2 -0.5 -0.6
H -3.415 -5.840 0.780 0.3 0.7 0.0
H -3.822 -4.101 0.922 1.1 -0.6 -0.1
H -2.401 -4.796 1.738 1.0 0.2 0.9
H -3.263 -5.721 -1.969 0.0 0.7 0.1
H -2.752 -4.113 -2.582 0.7 -0.1 -0.1
H -4.022 -4.182 -1.466 -0.3 -0.1 0.2
O 0.616 0.284 0.381 0.1 0.7 0.5
Si 0.852 0.547 1.944 0.3 0.6 -0.9
C 1.203 -1.018 2.843 -0.6 1.0 0.2
C 1.935 -0.977 4.011 0.4 0.3 0.6
C 2.241 -2.148 4.662 0.9 -0.4 1.1
C 1.689 -3.356 4.276 -0.2 0.0 -0.2
C 0.813 -3.318 3.211 -1.7 -1.6 -0.6
C 0.541 -2.176 2.480 -0.1 0.3 -0.8
C -0.499 1.457 2.867 -0.5 -0.2 -0.5
C -0.884 1.124 4.173 1.3 0.6 0.4
C -1.751 1.950 4.828 -1.0 0.2 1.5
C -2.384 3.034 4.229 0.3 -0.2 0.5
C -2.058 3.359 2.945 1.4 -1.4 -1.5
C -1.113 2.555 2.251 -0.4 -0.2 0.9
C 2.358 1.698 2.255 -0.5 1.5 -0.4
C 2.269 3.031 2.729 0.9 -0.4 0.1
C 3.401 3.829 2.860 0.3 1.0 -0.3
C 4.669 3.367 2.446 -1.2 1.2 1.2
C 4.764 2.105 1.963 -0.5 -0.9 -0.6
C 3.612 1.343 1.809 -0.2 -1.3 -0.3
H 2.206 -0.032 4.521 0.3 -0.5 -0.8
H 2.948 -2.083 5.484 -0.2 -0.2 0.2
H 1.818 -4.313 4.790 0.3 0.5 0.0
H 0.226 -4.233 2.997 0.5 0.5 0.0
H -0.172 -2.080 1.612 0.9 -0.8 1.0
H -0.314 0.436 4.818 -0.4 -0.2 -0.8
H -1.930 1.797 5.905 0.0 -0.1 -0.6
H -3.040 3.632 4.826 -0.4 0.3 0.1
H -2.451 4.159 2.377 -0.7 1.0 -0.1
H -0.831 2.770 1.226 -0.1 0.2 0.0
H 1.329 3.457 2.982 -0.8 0.2 0.4
H 3.333 4.889 3.234 -0.1 -1.3 -0.4
H 5.501 4.034 2.580 0.4 0.0 -0.1
H 5.681 1.649 1.686 0.9 -0.1 -0.4
H 3.621 0.387 1.280 0.6 0.0 0.3
```
Positions in Å, forces in eV/Å.

Values from the calculation:
<S²>: 3.76
Multiplicity: 4
Gap between HOMO and LUMO (spin up / spin down), eV: 7.94 / 7.90
Highest occupied orbital energy (spin up / spin down), eV: -7.5837 / -7.5822

3.
DFT (ωB97M-V/def2-TZVPD) results for a single C19H26N4O3 molecule.

```
52
Properties=species:S:1:pos:R:3:forces:R:3
C 2.935 2.663 -1.111 0.0 0.0 -0.3
H 3.983 2.661 -0.822 0.1 0.0 0.1
H 2.500 3.611 -0.804 0.0 0.1 0.1
H 2.422 1.860 -0.588 -0.1 -0.1 0.1
C 2.758 2.491 -2.615 0.0 0.0 0.1
N 3.016 1.128 -3.054 0.0 0.0 -0.2
C 2.576 0.880 -4.412 -0.2 0.0 0.2
H 2.900 1.659 -5.123 0.0 -0.1 0.0
C 1.044 0.765 -4.493 0.1 0.3 -0.1
N 0.527 -0.029 -3.411 0.0 -0.4 -0.1
C -0.189 0.472 -2.405 0.0 -0.1 -0.3
O -0.654 1.600 -2.333 0.0 0.2 0.0
C -0.439 -0.559 -1.297 0.0 0.0 0.2
O 0.027 -1.683 -1.355 0.0 0.0 0.0
N -1.205 -0.019 -0.333 0.0 0.6 -0.4
C -1.704 -0.577 0.845 -0.1 -0.3 0.3
C -2.518 0.230 1.644 0.2 -0.2 -0.1
C -3.064 -0.253 2.823 0.0 -0.3 0.1
C -2.756 -1.561 3.152 0.4 0.2 -0.8
C -1.932 -2.378 2.381 -0.2 0.4 0.1
C -1.397 -1.892 1.210 0.0 0.0 0.0
H -0.759 -2.490 0.582 0.0 0.0 -0.1
C -1.825 -3.692 3.089 0.1 -0.1 -0.1
H -0.802 -3.940 3.374 0.0 0.0 0.1
H -2.211 -4.526 2.502 0.0 0.0 0.1
C -2.686 -3.493 4.340 0.1 -0.3 0.1
O -2.895 -4.286 5.228 0.0 -0.1 0.1
N -3.191 -2.226 4.280 -0.1 0.1 0.2
C -4.073 -1.566 5.211 -0.1 0.0 0.4
C -3.789 -0.063 5.188 -0.1 0.0 -0.1
H -4.473 0.440 5.871 0.0 0.0 0.0
H -2.768 0.111 5.536 0.0 0.0 0.1
C -3.939 0.513 3.774 0.0 0.0 0.1
H -3.672 1.571 3.768 0.0 0.0 0.0
H -4.982 0.432 3.453 0.0 0.1 0.0
H -3.905 -1.990 6.204 -0.1 0.0 -0.1
H -5.115 -1.757 4.927 0.1 0.0 0.1
H -2.721 1.245 1.335 0.0 0.2 0.0
H -1.460 0.948 -0.533 0.1 -0.3 0.0
H 0.900 -0.960 -3.262 -0.1 0.1 0.1
H 0.566 1.744 -4.417 0.0 -0.1 -0.1
H 0.767 0.314 -5.451 0.0 0.1 0.1
H 3.009 -0.072 -4.731 0.1 0.0 -0.1
C 4.353 0.632 -2.782 0.2 0.0 0.0
C 5.498 1.331 -3.524 -0.3 -0.1 0.2
H 6.442 0.860 -3.261 0.1 0.0 0.0
H 5.365 1.258 -4.601 0.0 0.0 -0.1
H 5.554 2.382 -3.251 0.1 0.1 0.0
H 4.521 0.707 -1.707 0.0 -0.1 0.0
H 4.359 -0.432 -3.038 0.0 0.0 0.1
H 3.385 3.224 -3.152 -0.1 0.0 0.0
H 1.716 2.711 -2.854 0.0 0.1 0.0
```
Positions in Å, forces in eV/Å.

Values from the calculation:
SMILES: CCN(CC)CCNC(=O)C(=O)Nc1cc2c3c(c1)CC(=O)N3CCC2
Gap between HOMO and LUMO, eV: 8.46
Highest occupied orbital energy, eV: -7.7566

4.
DFT (ωB97M-V/def2-TZVPD) results for a molecular structure, C31H18Cl7N2O4Pt.

```
63
Properties=species:S:1:pos:R:3:forces:R:3
Pt 1.084 -0.318 0.393 0.0 0.6 0.0
Cl 0.632 -5.652 5.275 0.0 0.0 0.0
C 0.812 -4.171 4.360 0.0 0.0 0.0
C 1.469 -3.085 4.935 0.0 0.0 0.0
C 1.604 -1.926 4.211 0.0 -0.1 0.0
C 1.099 -1.787 2.900 -0.1 0.1 0.0
O 1.261 -0.607 2.351 0.1 -0.1 0.1
C 0.432 -2.907 2.325 0.0 0.0 0.0
C -0.157 -2.961 1.007 0.0 0.2 0.0
N -0.105 -2.007 0.129 -0.1 -0.4 0.0
C -0.629 -2.068 -1.154 0.0 0.1 0.0
C -1.500 -3.063 -1.633 0.0 0.0 0.0
C -1.911 -3.030 -2.955 0.0 -0.1 0.0
C -1.480 -2.047 -3.832 0.1 0.1 0.0
C -0.602 -1.034 -3.392 0.0 -0.1 0.0
C -0.095 -0.007 -4.206 0.0 0.0 -0.1
C 0.778 0.938 -3.682 0.0 0.0 0.1
C 1.149 0.868 -2.357 0.0 0.0 -0.1
N 0.677 -0.108 -1.558 0.0 0.0 0.1
C -0.187 -1.050 -2.029 0.0 0.0 0.0
C 0.309 -4.083 3.090 0.0 0.0 0.0
H 1.866 -3.160 5.938 0.0 0.0 0.0
H 2.110 -1.066 4.629 0.0 0.0 0.0
H -0.658 -3.888 0.741 0.0 0.0 0.0
H -1.874 -3.829 -0.969 0.0 0.0 0.0
H -2.594 -3.792 -3.308 0.0 0.0 0.0
H -1.810 -2.040 -4.863 0.0 0.0 0.0
H -0.396 0.036 -5.246 0.0 0.0 0.0
H 1.174 1.736 -4.295 0.0 0.0 0.0
H 1.802 1.585 -1.883 0.0 0.0 0.0
H -0.199 -4.935 2.658 0.0 0.0 0.0
C -4.809 3.574 1.576 0.0 0.0 0.0
C -4.057 3.624 0.280 0.0 0.0 -0.1
C -4.711 3.737 -0.934 0.0 0.0 0.0
C -3.995 3.760 -2.121 0.0 0.0 0.0
Cl -4.858 3.899 -3.636 0.0 0.0 0.0
C -2.621 3.667 -2.119 0.0 0.0 0.0
C -1.945 3.560 -0.909 0.0 0.0 0.0
C -2.659 3.544 0.284 0.0 0.0 0.1
O -2.096 3.453 1.517 0.0 0.0 0.0
C -0.687 3.329 1.584 -0.1 0.0 -0.1
C -0.143 2.046 0.960 0.0 0.2 -0.1
O 1.020 2.110 0.487 0.1 0.1 0.2
O -0.849 1.017 0.979 0.1 -0.4 0.0
H -5.883 3.593 1.393 0.0 0.0 0.0
H -4.548 4.418 2.216 0.0 0.0 0.0
H -4.561 2.670 2.132 0.0 0.0 0.0
H -5.791 3.800 -0.958 0.0 0.0 0.0
H -2.072 3.666 -3.050 0.0 0.0 0.0
H -0.869 3.466 -0.920 0.0 0.0 0.0
H -0.448 3.299 2.648 0.0 0.0 0.0
H -0.196 4.197 1.137 0.0 0.0 0.0
Cl 2.491 -2.756 -1.500 0.0 0.0 0.0
C 3.585 -1.712 -0.652 0.1 -0.1 -0.1
C 3.096 -0.685 0.156 -0.2 -0.2 -0.1
C 4.057 0.067 0.837 0.1 0.1 0.1
Cl 3.586 1.338 1.911 0.0 0.0 -0.1
C 5.426 -0.164 0.693 0.0 0.0 0.0
Cl 6.582 0.799 1.543 0.0 0.0 0.0
C 5.875 -1.181 -0.139 0.0 0.0 0.0
Cl 7.566 -1.475 -0.328 0.0 0.0 0.0
C 4.947 -1.964 -0.813 0.0 0.0 0.0
Cl 5.505 -3.241 -1.833 0.0 0.0 0.0
```
Positions in Å, forces in eV/Å.

Values from the calculation:
<S²>: 2.05
Net charge: -1
Multiplicity: 3
Gap between HOMO and LUMO (spin up / spin down), eV: 4.86 / 7.17
Highest occupied orbital energy (spin up / spin down), eV: -2.7127 / -5.1976